Computed, not measured: C31H39FIN6O5Ru as an isolated structure, with the ωB97M-V functional and the def2-TZVPD basis.

Cartesian coordinates (Å):
Ru  0.71352  0.23144  0.57171
N  2.38638  -0.38319  0.87194
C  2.70110  -1.72006  0.95563
C  2.25580  -2.55212  2.00351
C  2.64351  -3.87915  2.09391
C  3.48633  -4.44281  1.14162
C  3.94469  -3.63325  0.10225
C  3.57520  -2.30473  0.01303
H  1.60094  -2.11742  2.74445
H  2.27117  -4.48477  2.91277
H  3.78102  -5.48324  1.20759
H  4.59633  -4.05351  -0.65732
H  3.91586  -1.68494  -0.80675
N  -1.52683  2.48146  -0.97416
C  -0.93735  1.35163  -1.59296
O  0.30099  1.11690  -1.22144
C  -1.60946  0.64794  -2.53479
I  -4.76110  2.87270  1.39812
H  -1.07636  2.71421  -0.10057
H  -2.53469  2.45729  -0.89304
H  -1.12003  -0.18407  -3.01866
H  -2.60607  0.94288  -2.83809
C  2.08284  2.50969  3.41421
C  0.78752  3.31815  3.28033
C  0.67763  3.95772  1.89358
C  -0.44255  2.52978  3.69438
C  -1.19735  3.00698  4.75621
C  -2.31773  2.33969  5.22631
C  -2.67827  1.14507  4.62607
C  -1.96097  0.61716  3.56196
C  -2.39034  -0.75076  3.05598
C  -1.46143  -1.84388  3.59085
C  -2.50396  -0.93194  1.53596
C  -0.83974  1.32900  3.05103
N  -0.18403  0.93006  1.92031
H  2.94488  3.16200  3.24424
H  2.12409  1.69696  2.68984
H  2.17000  2.08506  4.41740
H  0.84747  4.14157  4.00314
H  0.70337  3.19599  1.11641
H  1.52245  4.63249  1.72663
H  -0.24529  4.53451  1.79821
H  -0.89253  3.93678  5.22681
H  -2.90276  2.74733  6.04145
H  -3.55097  0.60635  4.98150
H  -3.38666  -0.92005  3.47986
H  -0.46398  -1.70423  3.18037
H  -1.81489  -2.84038  3.31029
H  -1.40314  -1.79732  4.68014
H  -1.52959  -1.16141  1.10691
H  -2.22623  0.97766  0.80420
H  -3.16723  -1.76658  1.32045
C  -6.49167  0.49171  -0.38232
C  -5.32160  -0.27260  0.25083
C  -5.80401  -0.90224  1.56583
C  -4.88651  -1.34227  -0.76805
C  -4.14269  0.65441  0.45155
N  -2.97494  0.28304  0.86033
H  -7.24286  -0.22625  -0.72486
H  -6.15144  1.07801  -1.23649
H  -6.95246  1.17302  0.33077
H  -6.78037  -1.36812  1.40114
H  -5.91504  -0.13348  2.33330
H  -5.12500  -1.66970  1.93850
H  -5.72316  -2.02064  -0.95678
H  -4.03903  -1.93075  -0.43084
H  -4.59519  -0.88068  -1.71231
F  -0.83992  -5.01072  2.34783
C  -1.31788  -4.70063  1.12796
C  -0.53005  -4.14791  0.19311
N  -0.98607  -3.85328  -1.06767
C  -0.03886  -3.30950  -2.04793
C  0.64962  -1.99096  -1.61524
O  1.42499  -1.51650  -2.43015
O  0.34816  -1.62220  -0.43482
C  -2.29057  -4.07238  -1.42546
O  -2.75889  -3.85589  -2.52582
N  -3.08172  -4.58974  -0.40705
C  -2.71579  -4.96274  0.88049
O  -3.52325  -5.44947  1.65190
H  0.50249  -3.89956  0.39894
H  -0.57421  -3.14359  -2.97676
H  0.74761  -4.04657  -2.22265
H  -4.04821  -4.73562  -0.65678

- <S²> = 0.759
- multiplicity = 2
- total charge = -2
- ΔE to the lowest compared entry with this formula, charge and spin (kJ/mol) = 182.1
- frontier orbital gap (spin up / spin down) (eV) = 5.3007 / 5.1322